A structure of composition C3H5NOS2 at a distorted geometry, computed with wB97M-V/def2-TZVPD.

Each line ends with the natural charge from an NBO analysis.
Positions of all 12 atoms, in Å:
C (2.0900, -0.3541, -0.2361)  0.42
C (0.9348, -1.2482, 0.2416)  -0.66
C (-2.3941, 1.0010, -0.1745)  -0.05
H (0.4389, 1.6276, -0.2192)  0.20
H (0.6525, -0.9323, 1.2475)  0.26
H (1.1123, -2.4324, 0.3212)  0.28
H (-2.4851, 1.8894, 0.5233)  0.20
H (-3.5832, 0.3956, -0.4505)  0.15
N (-1.2503, 0.4646, -0.1139)  -0.62
O (3.2882, -0.8045, -0.3271)  -0.54
S (1.9301, 1.5109, -0.2955)  -0.07
S (-0.7341, -1.1175, -0.5169)  0.44

Results
Kohn-Sham gap	9.7	eV
HOMO	-9.4	eV
relative energy (zero: lowest compared OMol25 entry of this formula, charge and spin)	329.70	kJ/mol
energy	-1043.56366	Eh